{
  "formula": "C22H15IN4O6RuS4Te",
  "method": "wB97M-V/def2-TZVPD",
  "species": ["Ru", "S", "C", "S", "S", "Te", "C", "C", "C", "C", "C", "C", "H", "H", "H", "H", "H", "C", "C", "N", "H", "H", "H", "I", "C", "C", "C", "C", "C", "N", "H", "H", "H", "H", "S", "C", "O", "C", "O", "C", "C", "C", "C", "C", "C", "N", "O", "O", "N", "O", "O", "H", "H", "H"],
  "positions_angstrom": [[-1.633, -0.498, -0.455], [-5.531, -2.718, -1.135], [-4.078, -1.946, -0.969], [-3.936, -0.319, -0.350], [-2.511, -2.595, -1.280], [-0.488, 2.243, 1.471], [-1.546, 4.109, 1.553], [-0.907, 5.307, 1.260], [-1.592, 6.515, 1.336], [-2.930, 6.534, 1.697], [-3.580, 5.339, 1.986], [-2.890, 4.139, 1.920], [0.132, 5.294, 0.955], [-1.080, 7.440, 1.099], [-3.468, 7.472, 1.748], [-4.627, 5.341, 2.262], [-3.403, 3.210, 2.139], [-0.093, -1.308, 4.044], [-0.957, -1.305, 2.877], [-1.627, -1.235, 1.948], [-0.138, -0.326, 4.515], [0.934, -1.499, 3.734], [-0.407, -2.072, 4.752], [1.507, 1.340, -2.224], [0.012, 0.534, -3.460], [0.198, 0.616, -4.834], [-0.826, 0.185, -5.659], [-1.994, -0.289, -5.078], [-2.071, -0.340, -3.700], [-1.078, 0.047, -2.892], [1.118, 1.014, -5.235], [-0.716, 0.229, -6.735], [-2.827, -0.621, -5.681], [-2.960, -0.713, -3.206], [-2.235, 2.610, -1.259], [-1.545, 1.528, -0.257], [1.136, -0.079, 1.240], [1.145, -1.076, 0.511], [0.279, -1.328, -0.402], [2.295, -2.046, 0.603], [3.187, -1.928, 1.656], [4.231, -2.866, 1.804], [4.390, -3.877, 0.846], [3.497, -3.947, -0.206], [2.432, -3.058, -0.343], [3.676, -4.999, -1.205], [4.554, -5.829, -1.032], [2.918, -5.023, -2.161], [5.087, -2.799, 2.891], [6.033, -3.640, 2.988], [4.890, -1.903, 3.768], [3.096, -1.126, 2.370], [5.197, -4.584, 0.941], [1.732, -3.155, -1.156]],
  "forces_ev_per_a": [[0.00, 0.06, 0.12], [0.16, 0.02, -0.16], [-0.51, -0.17, 0.41], [0.12, 0.04, -0.20], [0.02, 0.06, -0.09], [-0.09, 0.28, 0.10], [0.08, -0.30, 0.04], [0.04, -0.03, -0.01], [0.03, 0.02, -0.01], [-0.03, -0.02, 0.01], [0.01, 0.02, 0.00], [-0.01, -0.02, 0.01], [0.01, 0.02, -0.01], [0.00, 0.01, 0.00], [-0.01, 0.02, 0.00], [-0.02, 0.02, 0.00], [0.01, 0.00, 0.00], [0.08, 0.00, 0.03], [-0.07, 0.16, -0.10], [0.02, -0.23, 0.16], [0.00, -0.01, -0.02], [0.02, 0.00, -0.05], [-0.02, 0.00, -0.01], [-0.08, -0.17, -0.03], [0.01, 0.15, 0.29], [-0.06, -0.04, -0.17], [-0.02, -0.01, 0.18], [0.11, 0.06, -0.13], [-0.12, -0.08, 0.12], [0.14, -0.04, -0.40], [0.02, 0.00, 0.02], [0.00, 0.00, -0.02], [-0.03, -0.01, 0.03], [0.04, 0.02, -0.02], [0.04, -0.02, 0.13], [-0.04, 0.09, -0.28], [-0.27, -0.14, 0.19], [0.64, 0.46, -0.43], [-0.13, -0.06, 0.16], [-0.03, -0.04, 0.30], [-0.09, -0.10, -0.10], [0.06, 0.14, 0.19], [0.06, -0.32, -0.32], [0.03, 0.53, 0.49], [-0.06, -0.27, -0.36], [-0.15, -0.34, -0.05], [0.06, 0.08, -0.02], [0.07, 0.10, 0.01], [-0.16, 0.00, -0.17], [0.19, -0.22, -0.04], [-0.07, 0.21, 0.15], [-0.02, 0.01, 0.03], [0.01, 0.03, 0.05], [-0.03, 0.03, 0.00]],
  "lowdin_spin": [2.440, 0.056, 0.021, 0.063, 0.070, 0.049, 0.010, 0.003, 0.000, 0.001, 0.000, 0.002, 0.000, 0.000, 0.000, 0.000, 0.000, 0.004, 0.018, 0.062, 0.000, 0.002, 0.000, 0.006, 0.005, 0.002, -0.002, 0.001, 0.004, 0.066, 0.001, 0.000, 0.000, 0.001, -0.009, 0.043, 0.011, 0.007, 0.052, 0.010, 0.098, 0.050, 0.068, 0.007, 0.136, -0.003, 0.001, -0.012, 0.225, 0.206, 0.201, 0.009, 0.007, 0.008],
  "total_charge": -2,
  "de_lowest_kj_mol": 0.00,
  "gap_ev": [4.32, 6.42],
  "multiplicity": 5,
  "e_tot_ha": -3771.06228
}